Density functional theory data (wB97M-V/def2-TZVPD) for a structure of composition C14H15N2O5Se2Te2Ti in a non-equilibrium geometry.

Properties
HOMO level (alpha / beta), eV: -0.6 / -1.3
Expectation value of S²: 0.792
Energy above the lowest of the compared OMol25 structures with the same formula, charge and spin, eV: 2.813
Frontier orbital gap (alpha / beta), Ha: 0.1674 / 0.1891
Energy, eV: -196376.6413
Total charge: -2
2S+1: 2

Each line ends with the Löwdin charge.
Cartesian coordinates (Å):
Ti: -1.950 1.298 -1.481  -0.016
O: -0.435 -2.125 -1.124  -0.089
C: -1.327 -2.600 -0.145  -0.247
C: -1.531 -1.525 0.892  -0.153
N: -2.117 -0.224 0.491  -0.162
C: -3.505 -0.415 0.017  -0.122
C: -3.522 -0.891 -1.446  -0.637
O: -4.281 -1.772 -1.803  0.052
O: -2.638 -0.281 -2.192  -0.248
C: -2.033 0.708 1.622  -0.095
C: -1.879 2.169 1.210  -0.596
O: -2.099 3.041 2.021  0.071
O: -1.438 2.317 -0.011  -0.258
H: -0.483 -2.658 -1.916  0.092
H: -0.891 -3.457 0.384  0.118
H: -2.285 -2.915 -0.567  0.113
H: -0.556 -1.321 1.329  0.115
H: -2.189 -1.951 1.662  0.129
H: -4.026 0.542 0.048  0.087
H: -4.053 -1.128 0.638  0.130
H: -1.138 0.485 2.197  0.119
H: -2.885 0.625 2.299  0.133
Se: 0.296 0.774 -2.283  0.287
Te: 0.564 4.286 -5.066  -0.286
Te: -0.846 2.741 -3.328  0.187
Se: -3.834 2.580 -2.088  -0.022
C: 1.832 1.909 -0.604  -0.178
C: 2.663 0.955 0.005  -0.340
C: 2.266 0.276 1.200  -0.052
C: 3.064 -0.660 1.802  -0.067
C: 4.321 -1.006 1.252  -0.273
C: 4.720 -0.372 0.052  -0.070
C: 3.923 0.562 -0.553  -0.052
C: 5.178 -1.942 1.914  -0.245
N: 5.871 -2.697 2.453  0.083
H: 2.248 2.565 -1.353  0.051
H: 1.021 2.321 -0.029  0.037
H: 1.314 0.539 1.649  0.096
H: 2.742 -1.142 2.718  0.102
H: 5.677 -0.637 -0.386  0.102
H: 4.239 1.026 -1.481  0.107